No. 1
The following is a DFT calculation (wB97M-V/def2-TZVPD) of a 8-piece molecular cluster, C2H20O8 overall in a non-equilibrium geometry.

Frontier orbital gap (alpha / beta)   10.2 / 2.8 eV
Net charge   +1
2S+1   2
E_HOMO (alpha / beta)   -13.120 / -13.117 eV

Last columns: bonded neighbours and bond lengths (Å).
Positions of all 30 atoms, in Å:
1 O 0.80 1.37 2.51  H16 0.957, H21 0.957
2 O -1.36 2.35 -1.32  H23 0.957, H29 0.957
3 O -1.92 2.61 1.39  H26 0.957, H27 0.957
4 O 3.64 -2.12 0.84  C10 1.437, H15 0.960
5 O 0.96 -1.33 -2.51  H14 0.957, H18 0.957
6 O 3.65 0.79 0.88  H17 0.957, H22 0.957
7 O 0.47 0.52 -0.12  H13 0.957, H19 0.957
8 O -4.08 -0.41 -1.99  C9 1.411, H28 0.960
9 C -3.58 -0.42 -0.67  O8 1.411, H12 1.090, H20 1.090, H25 1.090
10 C 2.35 -2.34 1.45  O4 1.437, H11 1.090, H24 1.090, H30 1.090
11 H 2.24 -1.78 2.38  C10 1.090
12 H -3.61 0.60 -0.30  C9 1.090
13 H 0.63 -0.17 -0.76  O7 0.957
14 H 0.51 -1.18 -3.34  O5 0.957
15 H 4.33 -2.53 1.38  O4 0.960
16 H 0.52 1.30 1.60  O1 0.957
17 H 3.41 -0.13 0.73  O6 0.957
18 H 1.76 -1.79 -2.75  O5 0.957
19 H -0.20 1.07 -0.52  O7 0.957
20 H -2.50 -0.55 -0.67  C9 1.090
21 H 0.61 0.51 2.89  O1 0.957
22 H 2.83 1.27 0.80  O6 0.957
23 H -1.71 1.93 -2.10  O2 0.957
24 H 2.29 -3.38 1.76  C10 1.090
25 H -4.13 -1.16 -0.08  C9 1.090
26 H -2.87 2.57 1.46  O3 0.957
27 H -1.74 2.61 0.45  O3 0.957
28 H -3.83 -1.22 -2.43  O8 0.960
29 H -1.01 3.19 -1.64  O2 0.957
30 H 1.56 -2.18 0.72  C10 1.090

No. 2
The following is a DFT calculation (wB97M-V/def2-TZVPD) of a 8-piece molecular cluster, C2H21N3O7 overall in a non-equilibrium geometry.

Frontier orbital gap   9.5 eV
SMILES   [H]/N=C(\N)NC.O.O.O.O.O.O.O
E_HOMO   -9.382 eV

Last columns: bonded neighbours and bond lengths (Å).
Positions of all 33 atoms, in Å:
1 O -2.77 -1.93 -0.76  H14 0.963, H18 0.967
2 O 0.91 3.02 -0.64  H23 0.969, H33 0.961
3 O -0.69 2.36 1.53  H19 0.974, H29 0.965
4 O 1.67 1.36 2.46  H15 0.964, H28 0.970
5 O 0.25 -1.39 3.05  H26 0.965, H27 0.972
6 O -0.60 -3.66 0.89  H22 0.969, H31 0.962
7 O -1.67 -0.10 1.71  H17 0.974, H25 1.004
8 N -0.18 0.09 -3.40  C12 1.262, H13 1.016
9 N 1.19 0.19 -1.55  C11 1.472, C12 1.444, H24 1.030
10 N -1.18 0.32 -1.24  C12 1.400, H16 1.020, H21 1.009
11 C 2.26 -0.64 -2.12  N9 1.472, H20 1.072, H30 1.067, H32 1.105
12 C -0.13 0.08 -2.13  N8 1.262, N9 1.444, N10 1.400
13 H -1.07 0.13 -3.88  N8 1.016
14 H -2.60 -2.84 -1.01  O1 0.963
15 H 2.56 1.47 2.11  O4 0.964
16 H -2.12 0.06 -1.53  N10 1.020
17 H -1.43 -0.08 0.77  O7 0.974
18 H -3.24 -1.97 0.08  O1 0.967
19 H -0.18 2.79 0.81  O3 0.974
20 H 3.15 -0.47 -1.55  C11 1.072
21 H -1.21 1.23 -0.82  N10 1.009
22 H -0.57 -3.23 1.76  O6 0.969
23 H 1.06 2.38 -1.34  O2 0.969
24 H 1.22 0.10 -0.53  N9 1.030
25 H -1.39 0.86 1.84  O7 1.004
26 H 0.52 -0.95 2.23  O5 0.965
27 H -0.61 -0.95 3.14  O5 0.972
28 H 1.74 0.64 3.11  O4 0.970
29 H -0.47 2.82 2.35  O3 0.965
30 H 2.27 -0.40 -3.16  C11 1.067
31 H -0.60 -2.93 0.25  O6 0.962
32 H 2.13 -1.73 -2.01  C11 1.105
33 H 1.78 3.38 -0.43  O2 0.961

No. 3
The following is a DFT calculation (wB97M-V/def2-TZVPD) of a 9-piece molecular cluster, C2H21O9 overall in a non-equilibrium geometry.

Frontier orbital gap   6.3 eV
Net charge   -1
E_HOMO   -4.408 eV
Relative energy (zero: lowest compared OMol25 entry of this formula, charge and spin)   65.9 kcal per mole

Last columns: bonded neighbours and bond lengths (Å).
Positions of all 32 atoms, in Å:
1 O 0.86 -2.17 -1.43  H16 0.961, H21 0.963
2 O 0.32 2.55 2.02  H17 0.968, H20 0.960
3 O 0.28 0.76 -0.45  H13 1.014, H30 0.974, H31 1.014
4 O -2.20 -2.27 -1.01  H26 0.957, H28 0.974
5 O -2.11 0.79 -1.78  C11 1.406
6 O -0.32 -0.59 -3.69  H15 0.964, H24 0.976
7 O 2.89 0.80 -1.10  H14 0.961, H23 0.962
8 O 2.79 0.68 2.69  H12 0.990, H19 0.960
9 O 0.46 -0.65 1.79  C10 1.389
10 C -0.43 -0.80 2.85  O9 1.389, H18 1.100, H27 1.106, H32 1.105
11 C -3.04 1.33 -0.88  O5 1.406, H22 1.106, H25 1.097, H29 1.099
12 H 1.93 0.27 2.42  O8 0.990
13 H -0.57 0.90 -0.99  O3 1.014
14 H 3.61 1.45 -1.12  O7 0.961
15 H 0.02 -1.15 -2.99  O6 0.964
16 H 1.79 -2.13 -1.19  O1 0.961
17 H 0.41 1.63 2.30  O2 0.968
18 H -1.47 -0.90 2.50  C10 1.100
19 H 3.38 0.44 1.97  O8 0.960
20 H 1.22 2.82 1.81  O2 0.960
21 H 0.55 -2.98 -1.01  O1 0.963
22 H -2.59 1.31 0.13  C11 1.106
23 H 3.32 -0.04 -1.29  O7 0.962
24 H -1.03 -0.07 -3.27  O6 0.976
25 H -3.22 2.38 -1.13  C11 1.097
26 H -1.36 -2.63 -1.29  O4 0.957
27 H -0.22 -1.73 3.42  C10 1.106
28 H -2.23 -1.39 -1.43  O4 0.974
29 H -3.93 0.69 -0.76  C11 1.099
30 H 1.06 0.57 -1.00  O3 0.974
31 H 0.19 0.09 0.30  O3 1.014
32 H -0.37 0.00 3.60  C10 1.105

No. 4
The following is a DFT calculation (wB97M-V/def2-TZVPD) of a 9-piece molecular cluster, C2H22N4O9 overall in a non-equilibrium geometry.

Frontier orbital gap   9.0 eV
SMILES   NC(N)=O.NC(N)=O.O.O.O.O.O.O.O
E_HOMO   -9.551 eV
Relative energy (zero: lowest compared OMol25 entry of this formula, charge and spin)   47.2 kcal per mole

Last columns: bonded neighbours and bond lengths (Å).
Positions of all 37 atoms, in Å:
1 O 1.19 1.90 -3.41  H16 0.957, H28 0.957
2 O -3.19 3.03 2.66  C15 1.182
3 O 2.20 -2.78 -1.04  H27 0.957, H31 0.957
4 O -2.66 -0.47 -3.54  H23 0.957, H29 0.957
5 O 2.32 0.62 -1.01  C14 1.274
6 O -0.17 -0.83 2.68  H20 0.957, H34 0.957
7 O -0.93 0.19 -0.76  H19 0.957, H24 0.957
8 O -1.36 -2.73 -3.05  H22 0.957, H35 0.957
9 O 0.14 -2.34 0.65  H17 0.957, H33 0.957
10 N 2.95 -0.35 1.01  C14 1.315, H32 1.010, H37 1.010
11 N -2.56 1.38 1.27  C15 1.301, H25 1.010, H36 1.010
12 N 2.05 1.61 1.04  C14 1.337, H26 1.010, H30 1.010
13 N -1.14 2.49 2.40  C15 1.289, H18 1.010, H21 1.010
14 C 2.43 0.59 0.26  O5 1.274, N10 1.315, N12 1.337
15 C -2.39 2.33 2.13  O2 1.182, N11 1.301, N13 1.289
16 H 1.10 1.93 -2.46  O1 0.957
17 H 0.21 -3.25 0.95  O9 0.957
18 H -0.46 1.84 2.02  N13 1.010
19 H -0.29 -0.19 -0.17  O7 0.957
20 H 0.72 -1.17 2.66  O6 0.957
21 H -0.79 3.29 2.90  N13 1.010
22 H -1.96 -1.99 -3.08  O8 0.957
23 H -3.44 -0.30 -4.07  O4 0.957
24 H -0.70 -0.16 -1.62  O7 0.957
25 H -3.48 0.97 1.13  N11 1.010
26 H 2.34 1.68 2.00  N12 1.010
27 H 1.60 -2.44 -0.38  O3 0.957
28 H 0.29 1.78 -3.73  O1 0.957
29 H -1.94 -0.11 -4.06  O4 0.957
30 H 1.86 2.54 0.70  N12 1.010
31 H 2.80 -3.34 -0.56  O3 0.957
32 H 3.27 -1.26 0.70  N10 1.010
33 H 0.01 -1.83 1.45  O9 0.957
34 H -0.24 -0.37 3.52  O6 0.957
35 H -1.26 -2.92 -2.11  O8 0.957
36 H -1.79 0.78 0.99  N11 1.010
37 H 3.28 -0.13 1.94  N10 1.010

no.,molar mass (u)
1,172.2
2,199.2
3,189.2
4,246.2